[1]
A cluster of 2 separate species, C10H10NOS in total. Source: OMol25; level of theory: wB97M-V/def2-TZVPD.

## Properties
**Lowest unoccupied orbital energy**: -5.9873 eV
**Relative energy (zero: lowest compared OMol25 entry of this formula, charge and spin)**: 115.0 kJ/mol
**Kohn-Sham gap**: 0.235 Eh

Structure (ORCA input):
```
! RIJCOSX wB97M-V def2-TZVPD def2/J DEFGRID3
* xyz 1 1
S -2.0120 -1.5125 -1.2857
O -2.0380 0.4509 0.7692
N -1.7758 1.4552 -2.3743
C -1.0543 1.0954 -1.3022
C 0.7193 -2.1163 -0.6006
C -0.9353 -0.3102 -0.8232
C 2.7880 -1.5037 0.5304
C 0.7928 1.5345 0.1997
C 1.9766 -2.4955 -0.1246
C 1.1938 0.1640 0.2204
C -0.3393 1.9654 -0.5284
C 2.4992 -0.1561 0.7042
C 0.3032 -0.8334 -0.2972
H -0.7386 2.9697 -0.4238
H 2.4246 -3.5600 -0.1102
H 0.0136 -2.6135 -1.1585
H -1.7858 1.1951 1.3418
H 3.7700 -1.8890 0.7953
H -1.7405 2.4332 -2.7836
H 1.3574 2.3650 0.5972
H -2.4712 0.7979 -2.7752
H 3.1251 0.5722 1.2006
H -2.9216 0.1695 1.1668
*
```

=====

[2]
A cluster of 2 separate species, C11H21NO7PS in total. Source: OMol25; level of theory: wB97M-V/def2-TZVPD.

## Properties
**Lowest unoccupied orbital energy**: 2.2015 eV
**Relative energy (zero: lowest compared OMol25 entry of this formula, charge and spin)**: 270.5 kJ/mol
**Kohn-Sham gap**: 0.170 Eh

Structure (ORCA input):
```
! RIJCOSX wB97M-V def2-TZVPD def2/J DEFGRID3
* xyz -1 1
S -1.8336 -3.8170 -1.4101
P -1.8218 -0.1799 0.0651
O 2.9572 -1.1924 -1.5454
O -1.4249 3.4537 2.1311
O -0.7481 -4.4145 -2.1439
O 2.2786 -0.1659 0.3475
O -2.2730 -2.4105 -2.0907
O -2.9127 -4.7503 -1.3146
O 3.3594 -3.3138 -1.8858
N -1.5065 1.3366 0.3215
C -1.1009 -1.6004 -2.2868
C 0.6709 -0.1222 -1.3428
C 3.2914 -2.4635 -1.0868
C -1.0581 4.7498 2.1737
C -0.0119 -2.3151 -0.0940
C -1.1828 -3.3160 0.2100
C -1.4595 5.4219 0.8429
C 0.4780 4.8291 2.3173
C 3.6308 -2.7913 0.3696
C 2.0460 -0.5081 -0.7390
C -0.4828 -1.0703 -0.9407
H 2.7157 -3.0317 0.9353
H 0.8066 4.3822 3.2596
H -1.0035 4.9218 -0.0163
H -2.0101 -2.8617 0.7708
H -1.1383 6.4771 0.8208
H -1.4031 -0.7290 -2.8948
H -0.7691 -4.1870 0.7388
H 0.8220 5.8773 2.3129
H -0.3022 -2.1042 -2.8594
H -1.9318 -0.8408 1.3244
H -3.0788 -0.3052 -0.6047
H 0.9877 4.3132 1.4983
H -1.4737 5.4013 2.9827
H 0.5038 0.9347 -1.0753
H 0.6712 -2.8780 -0.7638
H 4.0253 -1.8713 0.8367
H 4.3439 -3.6204 0.4122
H -2.5444 5.4084 0.7088
H 0.5021 -2.0053 0.8298
H 0.8069 -0.1639 -2.4441
H -1.4256 1.5223 1.3291
*
```

=====

[3]
A structure of composition C29H30ClN5O4ReS3. Source: OMol25; level of theory: wB97M-V/def2-TZVPD.

## Properties
**Lowest unoccupied orbital energy (alpha / beta)**: -0.8812 / -0.6755 eV
**Expectation value of S²**: 0.762
**Kohn-Sham gap (alpha / beta)**: 0.235 / 0.243 Eh

Structure (ORCA input):
```
! RIJCOSX wB97M-V def2-TZVPD def2/J DEFGRID3
* xyz 0 2
Re -0.7143 -0.2698 0.0060
Cl -0.4798 -7.0482 0.7202
S 2.5285 0.7635 1.3181
S 1.8529 -0.0137 -2.7172
S -0.4188 1.6420 -1.4545
O 1.8291 -0.4964 -1.3222
O 2.4023 1.8811 0.4132
O 2.7406 1.0853 2.7071
O -2.7317 -0.5092 0.3091
N 0.6010 3.9051 -0.5402
N -0.3553 -1.6728 1.5663
N -1.0307 1.4614 1.3163
N 1.2009 -0.1604 1.1574
N -0.3713 2.5849 1.0628
C -0.8661 -2.9780 -1.2007
C -2.6476 0.2515 2.6118
C 2.7517 1.5960 -2.7204
C 0.7922 -1.1043 2.0143
C 1.3565 -1.5061 3.2348
C 3.2132 -1.0267 -3.4590
C 3.9250 -0.2172 0.7790
C -4.2406 -0.7675 4.1343
C -3.1724 -0.5302 1.5295
C 6.1091 -1.6960 -0.0851
C 7.2353 -2.5269 -0.6174
C 4.1949 -1.4397 1.3580
C 0.7904 -2.5738 3.8911
C 0.3941 -3.5216 -0.9076
C -4.8035 -1.4758 3.0741
C -1.9948 -3.7596 -0.9293
C -3.1969 0.0931 3.8919
C 0.5171 -4.7652 -0.3260
C 5.2907 -2.1712 0.9319
C -1.7005 1.3075 2.4064
C -0.9051 -2.6906 2.2179
C -0.6259 -5.5006 -0.0424
C 4.7642 0.2981 -0.1869
C 5.8471 -0.4407 -0.6258
C -1.8844 -5.0094 -0.3548
C -0.3434 -3.2009 3.3669
C -4.2788 -1.3626 1.8120
C -1.0045 -1.6222 -1.7436
C 0.0086 2.7580 -0.1645
H 8.1848 -1.9984 -0.5480
H 2.2810 2.2165 -3.4765
H -0.2644 -1.4080 -2.5132
H -4.6919 -1.9151 0.9841
H -0.7899 -4.0479 3.8599
H 3.8071 1.4714 -2.9315
H 1.2242 -2.9353 4.8122
H 2.8134 -2.0248 -3.6107
H 1.0919 4.4196 0.1751
H 1.4885 -5.1677 -0.0795
H -1.6306 2.0762 3.1745
H -1.8180 -3.0919 1.7945
H -2.9681 -3.3646 -1.1760
H -2.7640 -5.5977 -0.1412
H 1.2718 -2.9250 -1.1056
H 7.3114 -3.4663 -0.0767
H -2.7779 0.6724 4.7019
H 1.0209 3.9087 -1.4549
H 4.0309 -1.0604 -2.7462
H 6.4953 -0.0472 -1.3966
H 3.5505 -1.8275 2.1273
H 5.5075 -3.1249 1.3917
H -2.0035 -1.4613 -2.1566
H -4.6234 -0.8924 5.1349
H 3.5216 -0.5978 -4.4044
H -5.6578 -2.1138 3.2470
H 2.1870 -0.9528 3.6402
H 4.5448 1.2742 -0.5850
H 2.6052 2.0172 -1.7294
H 7.0559 -2.7522 -1.6680
*
```

=====

[4]
A structure of composition C17H32F3KO11S5. Source: OMol25; level of theory: wB97M-V/def2-TZVPD.

## Properties
**Lowest unoccupied orbital energy**: 0.1101 eV
**Kohn-Sham gap**: 0.344 Eh

Structure (ORCA input):
```
! RIJCOSX wB97M-V def2-TZVPD def2/J DEFGRID3
* xyz 0 1
K -0.4542 0.1109 1.0274
S 0.0842 4.1575 1.1061
S -0.9563 1.2960 -2.9492
S 3.4337 -0.5978 1.1323
S -2.9094 -1.9936 -0.8400
S 1.0751 -3.5115 1.9485
F -3.1569 -3.9186 1.0044
F -4.0267 -4.3654 -0.9331
F -5.0195 -2.9822 0.3901
O 3.4648 -1.0650 2.4852
O 2.1625 -4.2914 1.4122
O 0.4834 -2.4688 1.1440
O 2.3151 0.1795 0.6967
O 1.0572 4.8152 1.9164
O -1.8068 -2.6299 -1.5144
O -0.0745 2.7281 1.1316
O -3.9172 -1.4144 -1.7093
O -0.2020 2.1888 -3.7986
O -0.3618 0.8569 -1.7267
O -2.5280 -1.1416 0.2819
C -3.3528 1.6352 -3.9200
C 4.9555 0.2699 0.7406
C 5.8257 -0.7933 0.0887
C -0.2192 -4.5462 2.5801
C -1.5663 -0.1185 -3.8747
C -2.0258 5.1630 -0.0531
C 4.8452 -1.5045 -0.8545
C -0.8049 5.6636 -0.8486
C 3.7092 -1.9824 0.0284
C 0.2969 -3.0639 4.4656
C -1.5208 4.8999 1.3483
C -3.8239 -3.3812 -0.0558
C -2.5704 2.0160 -2.6703
C 0.2537 4.6256 -0.6038
C 1.5073 -2.8182 3.5543
C -3.0413 0.1570 -4.1919
C -0.8571 -3.6642 3.6556
H 4.6397 0.9806 -0.0303
H 0.0432 3.7393 -1.2101
H 2.4059 -3.3413 3.8693
H -1.5230 -4.2507 4.2867
H -0.8664 -4.9057 1.7898
H -3.0060 2.2335 -4.7672
H 2.7976 -2.2744 -0.4798
H 0.3071 -5.3790 3.0585
H 1.7445 -1.7752 3.3655
H -2.4427 3.0729 -2.4481
H 4.5125 -0.7696 -1.5937
H 6.1879 -1.4643 0.8753
H -2.8419 5.8841 -0.0452
H -1.3639 5.8257 1.9068
H -3.2382 -0.0864 -5.2372
H 1.2792 4.8887 -0.8530
H -1.4006 -0.9812 -3.2266
H 0.5716 -3.7214 5.2908
H -2.9484 1.4914 -1.7849
H 6.6863 -0.3788 -0.4310
H -4.4121 1.8273 -3.7663
H -0.5002 6.6361 -0.4591
H 4.0416 -2.7674 0.7066
H 5.3181 -2.3186 -1.4046
H -3.6762 -0.4962 -3.5976
H 5.3313 0.8272 1.5898
H 0.0212 -2.1189 4.9367
H -1.4675 -2.9000 3.1792
H -0.8862 -0.1963 -4.7231
H -2.1155 4.2475 1.9839
H -2.4211 4.2312 -0.4688
H -1.0518 5.7299 -1.9064
*
```

=====

[5]
An isolated molecule of C17H25N5O3S. Source: OMol25; level of theory: wB97M-V/def2-TZVPD.

## Properties
**Lowest unoccupied orbital energy**: 0.5724 eV
**Relative energy (zero: lowest compared OMol25 entry of this formula, charge and spin)**: 9.6 kJ/mol
**Kohn-Sham gap**: 0.318 Eh

Structure (ORCA input):
```
! RIJCOSX wB97M-V def2-TZVPD def2/J DEFGRID3
* xyz 0 1
S -1.4264 0.3861 0.2608
O 5.3256 -2.2940 -0.1710
O 4.0652 2.0685 -0.5401
O -3.8378 -1.7245 1.9267
N 0.8070 -1.1393 0.1837
N 4.6607 -0.1244 -0.3388
N 3.1132 -1.8658 0.0198
N -4.3463 -1.0849 -0.1693
N 1.1736 1.0519 -0.0942
C -4.4854 0.8712 -1.6172
C 0.6052 4.5827 1.1632
C 2.7834 -3.2618 0.2063
C 0.8572 3.0841 1.2446
C 6.0416 0.2867 -0.5383
C 2.4008 0.4213 -0.1467
C -5.7650 -1.0436 0.1317
C 0.2711 0.0702 0.1159
C -4.0386 -0.5872 -1.4899
C 2.1318 -0.9272 0.0246
C 3.7241 0.9150 -0.3583
C -1.9918 -1.3343 0.4863
C 4.4261 -1.4810 -0.1639
C 0.9348 2.4696 -0.1548
C -5.9773 0.9854 -1.3162
C -3.4782 -1.3853 0.8157
C -6.2728 0.3955 0.0603
H -0.3338 4.7850 0.6530
H -6.2876 2.0307 -1.3520
H -1.7374 -1.8958 -0.4116
H -1.4411 -1.7380 1.3345
H -3.9177 1.4765 -0.9077
H 1.4086 5.0720 0.6182
H 6.1517 0.7298 -1.5282
H -7.3442 0.4129 0.2624
H 6.3055 1.0352 0.2082
H -4.2692 1.2298 -2.6243
H 2.2347 -3.3849 1.1394
H 0.5544 5.0112 2.1605
H 3.7151 -3.8228 0.2351
H 0.0537 2.6012 1.8051
H 1.7628 2.9170 -0.7088
H -2.9755 -0.6725 -1.7032
H -6.2951 -1.6672 -0.5964
H -0.0048 2.6370 -0.6906
H 2.1609 -3.6086 -0.6187
H -6.5441 0.4404 -2.0752
H -5.7698 0.9859 0.8283
H -5.9051 -1.4589 1.1304
H 6.6763 -0.5898 -0.4433
H -4.5860 -1.1998 -2.2173
H 1.7993 2.8964 1.7630
*
```

=====

[6]
A cluster of 9 separate species, C43H85B2BrFI2N4O31S in total. Source: OMol25; level of theory: wB97M-V/def2-TZVPD.

## Properties
**Lowest unoccupied orbital energy**: -2.5728 eV
**Kohn-Sham gap**: 0.317 Eh

Structure (ORCA input):
```
! RIJCOSX wB97M-V def2-TZVPD def2/J DEFGRID3
* xyz 1 1
I -3.1601 5.2475 1.8618
I -4.5578 1.7849 -1.3967
Br -2.9496 -2.5433 4.0782
S 1.0886 -0.5755 -2.6005
F -0.3010 1.0762 5.4287
O -4.8863 0.1331 -5.2655
O -10.1888 5.1825 -6.3392
O 0.4296 0.2074 9.4767
O 0.1765 2.4331 9.7510
O 5.2117 -0.4572 -6.1120
O 7.7533 3.3837 9.3219
O 5.7165 3.5925 -8.4329
O 6.3805 3.7547 7.5668
O -0.7740 -8.6889 2.5270
O -5.9754 1.9758 1.7004
O -0.4135 -6.7317 1.4596
O 7.0273 -8.8305 -5.3356
O 7.1016 -6.6139 -5.7607
O 1.3631 0.1832 2.9389
O 3.6534 4.2127 -7.7543
O 1.4404 -0.4861 -3.9790
O -2.4949 1.2985 0.8499
O -0.3989 -8.7273 0.4051
O -9.2283 4.4889 -4.5332
O 7.0663 -1.5603 -6.1563
O 2.4339 -0.8078 -1.7788
O 5.1583 -2.6739 -5.6890
O 1.9389 1.2907 10.5809
O 0.1377 -1.5539 -2.1494
O 8.9459 -7.7362 -5.8076
O 5.2572 5.6979 -8.3206
O -9.5511 3.0193 -6.2168
O -4.0523 -1.3127 -6.7854
O -5.9202 -0.3217 -7.2181
O 6.1164 2.0167 8.9833
O -1.4303 -1.2756 5.9365
N -4.7836 -0.1638 2.1651
N -3.7155 2.8565 3.9739
N -1.8331 1.1796 3.7156
N 0.0355 -1.8733 3.1810
C -3.6144 3.3897 0.9518
C -0.1176 -8.0515 -0.8258
C -0.4065 0.3950 0.2381
C 8.5036 4.5480 8.9519
C 0.1758 2.8563 3.9207
C -0.9261 -7.9671 3.7512
C -0.6668 0.9957 -1.1610
C -6.9637 0.5923 -6.8521
C 5.6816 -6.5594 -5.5758
C 6.7222 3.1178 8.5302
C -3.3867 2.0425 1.6809
C -8.6373 3.4250 -3.7856
C 3.7851 -0.4239 -5.9320
C 2.4539 2.5233 11.1027
C 7.6318 -7.8265 -5.6081
C 5.3184 2.2247 -8.2906
C 4.9844 1.6211 8.2109
C -4.9000 -1.0505 0.9840
C -4.9482 -0.4455 -6.3227
C -1.1602 1.1453 1.3195
C 5.7541 -1.6619 -5.9602
C 1.4219 3.0118 4.8009
C -0.8017 0.2154 8.7522
C -0.5225 -2.6864 2.0825
C -2.9350 -1.5388 -5.9205
C -10.6873 4.9339 -7.6601
C 0.7885 1.4103 9.9300
C -0.5184 -7.9341 1.4620
C -0.8813 1.9822 4.5809
C 4.7674 4.4734 -8.1333
C -2.6601 0.3221 4.6453
C 1.2603 -2.5124 3.6743
C 4.3351 6.7541 -8.0387
C -5.9480 -0.4458 3.0318
C 0.5874 1.0385 -2.0380
C -9.6503 4.1237 -5.7462
C 9.6479 -8.9777 -5.6770
C -1.2250 0.3400 2.6119
C -4.0413 3.4876 -0.2998
C -4.2301 4.7600 -1.0863
C -2.7796 2.3407 3.0816
C -2.1533 -1.0793 5.0323
C 7.7830 -2.7934 -6.0231
B -4.8086 1.2554 1.8203
B 0.1462 -0.4802 2.9429
H 4.0210 6.7205 -6.9972
H -4.5612 2.3543 4.1802
H 4.8756 7.6743 -8.2369
H -0.9702 -0.8042 8.4240
H -6.4215 2.2998 2.4864
H 5.0329 2.0132 -7.2634
H 0.8265 -7.5147 -0.7591
H -0.6249 -3.7204 2.4188
H -7.4546 0.2675 -5.9373
H -5.8629 -1.4633 3.4148
H -9.3587 2.6283 -3.6134
H 4.2277 2.4050 8.2129
H 2.3368 -1.5872 -1.2126
H -5.7170 -0.7431 0.3234
H 9.5282 -9.3809 -4.6736
H 2.0108 -2.6337 2.8873
H -6.5641 1.5954 -6.7196
H 5.4076 -5.5190 -5.7300
H -11.0892 5.8817 -8.0027
H 7.6691 -3.1975 -5.0192
H -1.7599 -7.2705 3.6840
H 8.8252 -2.5542 -6.2081
H -0.9193 -7.3587 -1.0730
H 7.4367 -3.5226 -6.7524
H -4.6904 4.5579 -2.0491
H 0.1425 -2.6955 1.2149
H -3.6544 0.2163 4.2284
H 10.6910 -8.7445 -5.8654
H 9.2868 -9.6994 -6.4067
H 2.6312 3.2261 10.2907
H -7.7674 3.0263 -4.3053
H -3.4258 3.5196 4.6706
H 2.0763 2.1444 4.7737
H 3.4909 0.6107 -6.0823
H -0.7226 0.8716 7.8881
H 1.7374 0.3813 3.8025
H -1.5158 2.6160 5.2019
H -1.1270 -8.7170 4.5094
H -1.5200 -2.3535 1.7967
H -2.3074 -2.2589 -6.4354
H -3.2649 -1.9453 -4.9662
H 2.0018 3.8514 4.4186
H -1.4081 0.3919 -1.6785
H -0.7368 -0.6439 0.2133
H -0.2531 3.8564 3.8138
H -4.8863 5.4455 -0.5465
H -0.7325 2.1438 1.4462
H -0.0516 -8.8312 -1.5773
H -8.3343 3.8575 -2.8363
H 7.8730 5.4339 8.9842
H 1.6885 -1.9431 4.4975
H 5.4171 -6.8701 -4.5669
H -1.9965 -0.4038 2.3903
H -7.6683 0.5787 -7.6765
H 1.1669 3.2371 5.8361
H 1.4252 1.5033 -1.5174
H -2.0416 3.1183 2.8866
H 0.4052 1.6262 -2.9373
H 3.4632 6.6847 -8.6861
H 3.3924 2.2742 11.5873
H 3.5185 -0.7456 -4.9323
H -5.1110 -2.0614 1.3373
H -3.2688 5.2458 -1.2622
H 1.7612 2.9542 11.8216
H 0.6676 0.4548 0.4324
H -2.3838 -0.6147 -5.7565
H -3.9705 -1.0464 0.4177
H 3.3004 -1.0586 -6.6711
H 5.2758 1.3948 7.1863
H -1.0157 2.0259 -1.0706
H 0.4613 2.5201 2.9319
H -11.4710 4.1798 -7.6360
H 4.4923 1.9970 -8.9619
H -2.7368 0.8566 5.5906
H -9.8830 4.6075 -8.3159
H -5.9615 0.2101 3.9098
H 9.2990 4.6266 9.6856
H -0.0127 -7.4267 3.9930
H 1.0102 -3.5049 4.0523
H 5.1781 -7.1939 -6.3022
H 6.1861 1.6296 -8.5558
H 4.5872 0.7281 8.6851
H -1.6205 0.5437 9.3908
H 8.9221 4.4304 7.9548
H -6.8999 -0.3629 2.4996
*
```

=====

What did we get for largest force on an atom? Answer: 5.2 3.1 3.1 1.4 1.4 1.4 eV/A, in the order shown.